1.
C19H25N3O2 | ωB97M-V with the def2-TZVPD basis set

Results
- energy above the lowest of the compared OMol25 structures with the same formula, charge and spin (kcal per mole) = 34.9
- Kohn-Sham gap (eV) = 8.40
- structure (SMILES) = CCCCN(CC)C(=O)Cn1ncc2c1-c1cc(C)ccc1OC2
- spin multiplicity = 1
- HOMO energy (eV) = -7.70
- total energy (a.u.) = -1053.75945
- E_LUMO (hartree) = 0.026

Last column: Löwdin charge in e.
Cartesian coordinates (Å):
O -1.32278 -4.90328 1.17812  -0.0178
O 1.03231 -0.70292 -1.44636  0.0850
N -1.48054 -1.29614 -0.71766  -0.0990
N 0.89920 1.48665 -0.93807  -0.0722
N -2.33927 -1.54858 -1.70480  0.0866
C -1.12206 -2.42820 -0.07009  -0.1084
C 0.18712 -4.26326 2.84990  0.0057
C -1.66887 -4.86030 -0.20303  -0.1130
C -1.38116 4.53596 -1.24065  -0.2703
C 0.39303 0.23601 -1.02113  -0.4453
C -0.48184 -3.95174 1.67345  -0.2053
C 2.18787 -1.11198 3.49141  -0.0487
C 3.25381 1.58569 -0.22470  -0.0647
C 2.26868 1.69292 -1.38471  -0.1986
C -2.55756 -2.85244 -1.69853  -0.0856
C -2.10212 5.20093 -2.40646  -0.1136
C 1.03990 -3.34789 3.43706  -0.0420
C 0.57207 -1.78282 1.69650  0.0222
C -1.81986 -3.46187 -0.68369  -0.1278
C -1.04939 0.05251 -0.51432  -0.0336
C -0.56012 3.33421 -1.70075  -0.1937
C 1.25660 -2.10380 2.85918  -0.2755
C -0.31068 -2.67531 1.09950  -0.0545
C 0.15963 2.65932 -0.52717  -0.1694
H 2.97728 -1.61945 4.04063  0.0762
H 2.49331 0.92160 -2.12441  0.1198
H -3.22613 -3.29549 -2.40897  0.1058
H -2.11449 4.21030 -0.49933  0.1095
H 0.86916 3.36429 -0.08486  0.1283
H -0.56483 2.39717 0.24619  0.1170
H -1.21508 2.61174 -2.19113  0.1119
H -0.72230 5.26130 -0.75791  0.1098
H -2.68273 6.05223 -2.06030  0.0686
H 2.33781 2.67397 -1.85913  0.1173
H 3.01815 2.30738 0.55518  0.0689
H -1.11296 0.30634 0.54911  0.1339
H 0.02834 -5.23602 3.28821  0.1182
H -1.38774 5.55112 -3.14797  0.0720
H 1.55659 -3.61240 4.34813  0.1115
H 1.64355 -0.47836 4.19331  0.0828
H 0.75233 -0.82438 1.23707  0.0990
H -0.88815 -5.38427 -0.78199  0.1349
H -2.77743 4.49745 -2.88788  0.0731
H -1.73324 0.68287 -1.08656  0.1255
H -2.60091 -5.42635 -0.29136  0.1321
H 4.26413 1.77265 -0.57749  0.0739
H 0.17718 3.65761 -2.43823  0.1157
H 2.64014 -0.47008 2.73855  0.0655
H 3.21404 0.58512 0.19811  0.0681

2.
C19H25N3O4S | ωB97M-V with the def2-TZVPD basis set

Results
- energy above the lowest of the compared OMol25 structures with the same formula, charge and spin (kcal per mole) = 41.5
- Kohn-Sham gap (eV) = 8.44
- structure (SMILES) = CCOC(=O)c1ccc(NC(=S)N2CCN(C(=O)[C@H]3CCCO3)CC2)cc1
- spin multiplicity = 1
- HOMO energy (eV) = -8.23
- total energy (a.u.) = -1602.45915
- E_LUMO (hartree) = 0.008

Last column: Löwdin charge in e.
Cartesian coordinates (Å):
S -0.32391 -1.33382 2.92463  0.7171
O -4.63497 -0.44780 -4.72570  0.1119
O 4.25522 -0.38388 3.53161  -0.1181
O -4.69056 1.58879 -3.79002  -0.0139
O 2.97388 -2.05726 0.80776  0.0632
N 2.64670 0.12732 1.20568  -0.0435
N 0.14459 0.62504 1.18089  -0.1193
N -0.95460 -1.30899 0.41697  0.0578
C -4.30444 0.30639 -3.84130  -0.4550
C -5.53574 2.03265 -4.85094  -0.2246
C -1.77119 -0.86202 -0.61200  -0.2484
C 0.81187 1.34558 2.24803  -0.1495
C 2.95313 -1.13320 1.59889  -0.3991
C -2.29085 0.43487 -0.65146  -0.0203
C 5.37155 -2.43411 3.12619  -0.1443
C -5.76938 3.52245 -4.68631  -0.0647
C -3.11116 0.82331 -1.68904  0.0019
C -3.43362 -0.07094 -2.70725  -0.1290
C 2.17182 0.33581 -0.14712  -0.0920
C 5.50890 -1.03053 3.71197  -0.1808
C 3.28398 -1.32707 3.08787  -0.2525
C -2.93360 -1.37223 -2.65568  -0.0009
C 2.34831 1.23912 2.07518  -0.0980
C -0.36388 -0.60930 1.43734  -0.7885
C 0.74741 0.93508 -0.10324  -0.1097
C -2.11669 -1.76609 -1.62078  -0.0026
C 3.88477 -2.71079 3.32904  -0.1152
H -3.51593 1.82251 -1.71251  0.1197
H -6.24178 3.72378 -3.72857  0.0765
H -6.47786 1.47405 -4.80893  0.1296
H 0.49425 2.39180 2.20812  0.1240
H -1.02267 -2.29963 0.61662  0.1241
H 5.60073 -2.42543 2.06026  0.1159
H 6.28070 -0.43190 3.22010  0.1202
H -1.73341 -2.77488 -1.58011  0.1170
H -6.41470 3.88051 -5.48302  0.0770
H 3.68166 -3.03648 4.34891  0.1217
H 0.15198 0.54885 -0.92745  0.1081
H -2.06696 1.12482 0.14734  0.1155
H 0.78075 2.02473 -0.18522  0.1295
H -3.20179 -2.05917 -3.44352  0.1224
H 2.85127 1.00741 -0.68222  0.1285
H 2.35829 -1.17399 3.65756  0.1106
H 3.48832 -3.43658 2.62401  0.1158
H 5.72507 -1.07058 4.78783  0.1206
H 2.17331 -0.63912 -0.63958  0.1206
H 6.01489 -3.15423 3.62566  0.1120
H 2.74066 2.14290 1.59783  0.1295
H 0.49473 0.91524 3.19805  0.0602
H -4.82398 4.05697 -4.72719  0.0767
H 2.84630 1.11426 3.03242  0.1148
H -5.05138 1.80581 -5.80758  0.1274

3.
C19H25N3O5S2 | ωB97M-V with the def2-TZVPD basis set

Results
- energy above the lowest of the compared OMol25 structures with the same formula, charge and spin (kcal per mole) = 0.0
- Kohn-Sham gap (eV) = 9.02
- structure (SMILES) = O=C(CN1C(=O)CSc2ccc(S(=O)(=O)N3CCOCC3)cc21)N1CCCCC1
- spin multiplicity = 1
- HOMO energy (eV) = -8.55
- total energy (a.u.) = -2075.88020
- E_LUMO (hartree) = 0.017

Last column: Löwdin charge in e.
Cartesian coordinates (Å):
S -2.18238 -2.47434 0.80874  0.6851
S 3.72583 -3.38354 -1.11423  0.9952
O -3.09600 -3.37541 0.16198  -0.2804
O -2.22456 -2.38277 2.23970  -0.2789
O 1.20081 0.11480 -1.15386  0.0827
O 4.85282 -0.41982 0.83745  0.0766
O -4.73696 -0.02669 -0.90950  -0.1247
N -2.29211 -0.90096 0.22488  -0.2304
N 2.71435 -1.13733 0.68860  0.0133
N 0.74369 1.91509 0.11559  -0.0493
C -4.63095 -0.20866 0.48556  -0.1826
C -3.18488 -0.01761 0.94900  -0.1662
C 1.77090 -2.10250 0.32158  -0.2011
C 2.07303 -3.14400 -0.57048  -0.4537
C 0.90930 4.75507 -0.32077  -0.2037
C -3.93629 -0.96089 -1.60461  -0.1824
C -2.46258 -0.81684 -1.21239  -0.1571
C -0.23398 -3.82842 -0.63893  -0.0482
C 4.06604 -1.32141 0.64118  -0.4875
C 1.69898 4.05829 0.78397  -0.1700
C 1.07822 -3.99127 -1.04284  -0.0780
C 0.65594 3.77838 -1.46607  -0.1670
C 2.23898 0.19505 1.00892  -0.0345
C 0.45743 -1.99585 0.76729  0.0060
C 4.51302 -2.74085 0.38914  -0.3446
C -0.51803 -2.83681 0.27883  -0.2674
C 0.95643 2.79902 1.23962  -0.1504
C -0.04257 2.52490 -0.94136  -0.1488
C 1.35166 0.73665 -0.11926  -0.4175
H -0.02618 3.08212 1.63687  0.1310
H -2.07756 0.15520 -1.53586  0.1224
H -1.02782 2.78418 -0.53813  0.1257
H 3.13551 0.81720 1.10436  0.1352
H -5.29103 0.53167 0.94103  0.1289
H 1.51338 2.30153 2.03012  0.1121
H 1.45919 5.62469 -0.68294  0.1098
H 0.03755 4.24249 -2.23485  0.1134
H -0.04560 5.10389 0.07972  0.1133
H -1.86270 -1.60534 -1.66652  0.1242
H -3.08296 -0.25382 2.00783  0.1148
H -4.96198 -1.22101 0.76104  0.1300
H 5.59078 -2.76175 0.24056  0.0898
H 1.34969 -4.76322 -1.74580  0.1082
H 4.23775 -3.38920 1.22411  0.0987
H -4.26764 -1.98319 -1.37744  0.1152
H -1.02938 -4.45321 -1.01094  0.1166
H -2.86194 1.01197 0.76071  0.1249
H -4.07799 -0.75143 -2.66602  0.1298
H 1.70542 0.18275 1.96323  0.1327
H 1.83650 4.72554 1.63556  0.1127
H 0.14943 -1.24354 1.47257  0.1215
H -0.15843 1.78574 -1.73499  0.1134
H 1.60569 3.48992 -1.92011  0.1220
H 2.68414 3.77559 0.40812  0.1193

4.
C19H25N3O6Pd | ωB97M-V with the def2-TZVPD basis set

Results
- energy above the lowest of the compared OMol25 structures with the same formula, charge and spin (kcal per mole) = 0.5
- Kohn-Sham gap (spin up / spin down) (eV) = 5.19 / 7.73
- spin multiplicity = 4
- HOMO energy (spin up / spin down) (eV) = -2.53 / -5.14
- net charge = -1
- total energy (a.u.) = -1482.55107
- E_LUMO (spin up / spin down) (hartree) = 0.098 / 0.095

Last column: Löwdin charge in e.
Cartesian coordinates (Å):
Pd -0.57018 0.13500 1.06398  1.1152
O -1.64097 -3.68404 2.38418  0.0293
O -1.45284 -1.81531 1.18777  -0.1312
O -2.18925 1.60982 1.16582  -0.2426
O -0.28916 0.25588 3.19162  -0.1279
O 0.15431 -0.74521 5.13506  0.0219
O 1.46924 -1.06262 0.95216  -0.1487
N -0.83251 0.02448 -1.21731  -0.2144
N -1.47279 2.71716 0.83804  -0.2303
N -1.21059 -0.09588 -3.75519  -0.1604
C -2.43989 0.31129 -3.06199  -0.1521
C 0.28856 4.42596 -0.50147  -0.1489
C 1.16073 -1.65900 3.20045  -0.1098
C -1.11704 4.43083 -0.77001  -0.1263
C -2.26819 0.19129 -1.53011  -0.1387
C -1.95107 3.57825 -0.11848  -0.1071
C 3.37640 -1.80252 2.01686  -0.1022
C -0.80320 -1.40128 -3.22848  -0.1560
C 0.52990 -2.74319 2.26116  -0.1040
C 2.79405 -2.95407 1.15747  -0.0943
C 2.12939 -0.94777 2.24017  -0.2503
C -0.40596 -1.28727 -1.73614  -0.1603
C -0.98641 -2.73951 1.96249  -0.6048
C -0.15760 0.87314 -3.43511  -0.1537
C 0.73532 3.59035 0.51934  -0.1287
C -0.05458 1.07411 -1.90372  -0.1406
C 1.33648 -2.50650 0.98272  -0.2612
C -0.11889 2.74623 1.19666  -0.1358
C 0.23945 -0.66310 3.91308  -0.6228
H 0.67494 -1.35384 -1.60141  0.1116
H -1.64202 -2.08902 -3.35485  0.1153
H 2.30019 0.10322 2.45643  0.1573
H 4.13462 -1.24324 1.46852  0.1081
H 0.02717 -1.78039 -3.82846  0.1103
H 0.11583 2.27279 2.14435  0.0891
H 3.80718 -2.14126 2.95823  0.1127
H 0.97740 1.02280 -1.55292  0.1182
H -2.77950 -0.68036 -1.11878  0.1257
H 0.77977 0.49390 -3.84918  0.1119
H -0.38082 1.81798 -3.93476  0.1123
H -2.63686 1.06226 -0.99379  0.0866
H 0.72677 -3.73417 2.66449  0.1429
H 0.96240 5.08328 -1.03084  0.0708
H -3.01668 3.51864 -0.28860  0.1147
H -3.26503 -0.31061 -3.41529  0.1111
H 0.85565 -2.84587 0.07275  0.1361
H 1.71730 -2.15358 3.99468  0.1427
H 2.85321 -3.92655 1.64590  0.1136
H -1.54282 5.11380 -1.49438  0.0881
H -0.45539 2.03875 -1.60134  0.0865
H 1.77345 3.60869 0.83042  0.0978
H 3.29705 -3.02413 0.19264  0.1071
H -0.88048 -2.05227 -1.12348  0.1025
H -2.65601 1.34261 -3.35133  0.1137

no.,strongest force on any atom (eV Å⁻¹)
1,1.04
2,0.68
3,1.03
4,0.30